<A>
The following is a DFT calculation (ωB97M-V/def2-TZVPD) of a 2-piece molecular cluster, C7H5N3O2 overall.

For the highest occupied orbital energy (alpha / beta), the calculation gives -10.63 / -9.41 eV. Its molecular weight is 163.14 g/mol. The HOMO-LUMO gap (alpha / beta) comes out at 7.403 / 5.728 eV.

Last column: Löwdin charge in e.
Geometry (Å):
C -1.80 1.75 -1.14  -0.1145
C 1.76 0.07 1.16  -0.0512
C 2.48 0.45 0.06  -0.0114
C 0.38 -0.31 1.09  0.0512
C 1.70 0.52 -1.11  -0.1482
C -0.20 -0.36 -0.21  -0.3009
C -1.47 -0.85 -0.49  0.0797
N -1.21 2.69 -1.13  -0.0064
N 0.52 0.11 -1.29  0.1126
N -2.46 -1.22 0.48  -0.3439
O -3.46 -1.85 0.10  0.0962
O -2.19 -0.92 1.65  0.0457
H 2.13 0.01 2.23  0.1295
H 3.56 0.74 0.17  0.1317
H -0.24 -0.75 1.87  0.1012
H 2.17 0.97 -1.90  0.0904
H -1.69 -1.04 -1.55  0.1383



<B>
The following is a DFT calculation (ωB97M-V/def2-TZVPD) of one molecule with the formula C7H5N3O2.

For the highest occupied orbital energy, the calculation gives -9.61 eV. Its molecular weight is 163.14 g/mol. The HOMO-LUMO gap comes out at 9.505 eV.

Last column: Löwdin charge in e.
Geometry (Å):
C -3.42 -0.22 -0.01  -0.5237
C -1.21 0.11 0.00  -0.2500
C 0.29 -0.06 -0.03  -0.1545
C 0.98 1.16 0.08  -0.0068
C 2.38 1.09 0.04  -0.0688
C 3.00 -0.15 0.03  -0.1484
C 0.97 -1.24 -0.16  -0.1050
H -2.08 -1.85 0.52  0.2105
H 0.43 2.10 0.10  0.1149
H 3.18 1.89 0.01  0.1249
H 4.14 -0.20 0.13  0.1266
H 0.43 -2.21 -0.27  0.1217
N -2.18 -0.86 0.10  0.1903
N -1.67 1.34 -0.21  0.1368
N 2.33 -1.32 -0.19  0.0639
O -4.48 -0.72 -0.01  0.1441
O -3.08 1.13 -0.12  0.0235



Quick one: most stable of them? <B>



<A>
The following is a DFT calculation (ωB97M-V/def2-TZVPD) of one molecule with the formula C3H3O2P.

For the highest occupied orbital energy, the calculation gives -10.09 eV. Its molecular weight is 102.03 g/mol. The HOMO-LUMO gap comes out at 10.575 eV.

Last column: Löwdin charge in e.
Geometry (Å):
C 2.39 -0.04 -0.51  0.0097
C 2.67 -0.85 -1.37  0.1700
C 1.33 0.74 0.12  -0.6490
O 1.38 1.72 0.83  0.0680
O 0.25 0.12 -0.30  -0.3407
P -1.16 1.04 -0.26  0.9065
H -0.91 1.77 0.87  -0.1077
H 2.91 -1.66 -1.98  0.0332
H -1.96 0.17 0.51  -0.0900



<B>
The following is a DFT calculation (ωB97M-V/def2-TZVPD) of a 2-piece molecular cluster, C3H3O2P overall.

For the highest occupied orbital energy, the calculation gives -10.13 eV. Its molecular weight is 102.03 g/mol. The HOMO-LUMO gap comes out at 9.351 eV.

Last column: Löwdin charge in e.
Geometry (Å):
C -1.58 -0.54 -0.06  -0.3321
C -1.48 -1.74 0.04  0.0541
C 1.87 0.51 -0.14  -0.1113
O -1.28 1.93 0.76  -0.4977
O 1.15 0.18 -1.05  -0.0626
P -1.65 1.25 -0.47  0.8055
H 1.37 0.93 0.74  0.0784
H 2.89 0.16 -0.19  0.0792
H -1.28 -2.67 0.37  -0.0135



Quick one: most stable of them? <A>



<A>
The following is a DFT calculation (ωB97M-V/def2-TZVPD) of one molecule with the formula C2H4O2S2.

For the highest occupied orbital energy, the calculation gives -9.30 eV. Its molecular weight is 124.19 g/mol. The HOMO-LUMO gap comes out at 8.268 eV.

Last column: Löwdin charge in e.
Geometry (Å):
C 0.99 -0.56 -0.19  -0.6642
C -0.39 -0.51 -0.69  -0.0969
O 0.93 0.05 2.31  -0.4543
O 2.83 -1.55 1.84  -0.4389
S 2.20 0.52 -0.47  0.7463
S 2.30 -0.22 1.93  0.6730
H 1.33 -1.35 0.35  -0.0251
H -0.51 -1.40 -1.25  0.0842
H -0.54 0.29 -1.44  0.1022
H -0.89 -0.51 0.22  0.0737



<B>
The following is a DFT calculation (ωB97M-V/def2-TZVPD) of a 2-piece molecular cluster, C2H4O2S2 overall.

For the highest occupied orbital energy (alpha / beta), the calculation gives -8.96 / -9.09 eV. Its molecular weight is 124.19 g/mol. The HOMO-LUMO gap (alpha / beta) comes out at 8.674 / 7.769 eV.

Last column: Löwdin charge in e.
Geometry (Å):
C 0.50 1.24 1.38  -0.6335
C -1.19 -1.06 -0.65  0.0573
O 0.17 0.15 1.71  -0.0255
O 2.12 -0.75 -1.05  -0.6039
S 0.80 1.81 -0.29  0.5846
S 1.11 0.19 -1.57  0.5804
H 0.62 1.94 2.22  0.0900
H -2.06 -0.85 -1.22  -0.0016
H -0.89 -2.10 -0.78  0.0237
H -1.18 -0.58 0.24  -0.0717



<C>
The following is a DFT calculation (ωB97M-V/def2-TZVPD) of one molecule with the formula C2H4O2S2.

For the highest occupied orbital energy (alpha / beta), the calculation gives -8.76 / -8.76 eV. Its molecular weight is 124.19 g/mol. The HOMO-LUMO gap (alpha / beta) comes out at 6.021 / 6.020 eV.

Last column: Löwdin charge in e.
Geometry (Å):
C -0.45 0.55 -0.98  -0.5201
C -0.81 -0.68 -0.04  -0.4346
O 2.90 0.31 1.69  -0.5808
O -0.22 1.64 -0.34  -0.1360
S 0.73 -1.22 0.79  0.6605
S 1.47 0.41 1.88  0.7214
H 0.27 0.14 -1.61  0.0769
H -1.31 0.63 -1.54  0.1014
H -1.46 -0.26 0.69  0.0675
H -1.12 -1.53 -0.54  0.0437



Quick one: most stable of them? <A>



<A>
The following is a DFT calculation (ωB97M-V/def2-TZVPD) of one molecule with the formula C4H11N3S.

For the highest occupied orbital energy, the calculation gives -8.81 eV. Its molecular weight is 133.22 g/mol. The HOMO-LUMO gap comes out at 9.593 eV.

Last column: Löwdin charge in e.
Geometry (Å):
C 2.03 -1.53 0.43  -0.1774
C 0.32 -0.21 -0.74  -0.1677
C -0.62 1.01 -0.26  -0.4474
C -1.42 0.68 0.92  -0.2946
H 1.95 -2.42 -0.27  0.0918
H 1.30 -1.77 1.22  0.0769
H 3.02 -1.48 0.91  0.0819
H 2.39 0.04 -0.72  0.1039
H -0.28 -1.15 -0.60  0.0992
H 0.45 -0.03 -1.85  0.1253
H -1.36 1.14 -1.07  0.1088
H 0.63 2.34 -0.95  0.0659
H 0.83 2.07 0.62  0.0734
H -1.05 1.15 1.90  0.1403
H -4.34 -1.14 0.06  -0.1343
N 1.65 -0.25 -0.08  -0.1429
N 0.11 2.24 -0.09  0.0365
N -2.48 -0.01 1.00  -0.3578
S -3.14 -0.68 -0.41  0.7182



<B>
The following is a DFT calculation (ωB97M-V/def2-TZVPD) of C4H11N3S as an isolated structure.

For the highest occupied orbital energy, the calculation gives -9.12 eV. Its molecular weight is 133.22 g/mol. The HOMO-LUMO gap comes out at 9.767 eV.

Last column: Löwdin charge in e.
Geometry (Å):
C -1.66 -1.89 0.61  -0.2345
C -0.02 -1.13 -1.18  -0.2433
C 1.07 -0.06 -1.29  -0.2532
C 1.09 1.53 0.32  -0.4061
H -1.71 -1.58 1.90  0.1278
H -2.49 -1.37 -0.21  0.1205
H -1.52 -3.27 0.63  0.1293
H 0.23 -1.75 0.86  0.0926
H -0.93 -0.84 -2.01  0.1536
H 0.35 -2.30 -1.56  0.1591
H 1.78 -0.52 -0.60  0.0833
H 1.44 -0.12 -2.29  0.0841
H 1.76 0.87 0.82  0.1040
H 0.57 2.21 2.27  0.1358
H -1.19 3.46 0.28  -0.0935
N -0.42 -1.13 0.33  -0.2200
N 0.70 1.38 -0.86  0.0707
N 0.85 2.55 1.26  -0.4759
S 0.09 3.95 0.74  0.6656



Quick one: most stable of them? <A>



<A>
The following is a DFT calculation (ωB97M-V/def2-TZVPD) of a 2-piece molecular cluster, C14H23N2 overall.

For the highest occupied orbital energy, the calculation gives -12.08 eV. Its total charge is +1. Its molecular weight is 219.35 g/mol. The HOMO-LUMO gap comes out at 7.967 eV.

Last column: Löwdin charge in e.
Geometry (Å):
C 0.70 1.37 3.02  0.0025
N 0.30 1.80 1.68  -0.1204
C 0.30 3.25 1.44  0.0011
C -0.19 0.92 0.81  0.0199
C -0.75 1.38 -0.45  -0.2339
C 0.00 2.21 -1.31  -0.0369
C -0.57 2.68 -2.49  -0.0473
C -1.89 2.32 -2.82  -0.0409
C -2.63 1.49 -1.97  -0.0497
C -2.08 1.03 -0.78  -0.0092
H 1.16 2.24 3.51  0.0947
H -0.17 1.05 3.61  0.1162
H 1.42 0.55 2.97  0.1065
H 0.53 3.72 2.40  0.0961
H 1.07 3.54 0.72  0.0986
H -0.68 3.61 1.09  0.1209
H -0.42 -0.06 1.23  0.1294
H 1.02 2.49 -1.04  0.1184
H 0.01 3.33 -3.15  0.1195
H -2.33 2.69 -3.75  0.1185
H -3.65 1.21 -2.23  0.1194
H -2.66 0.44 -0.06  0.1260
C -1.10 -2.85 0.92  -0.0675
C -0.19 -2.64 -0.27  -0.3732
C 0.98 -3.65 -0.32  -0.1371
C 2.23 -2.83 -0.68  -0.1569
C 1.89 -1.37 -0.39  -0.1944
N 0.41 -1.27 -0.25  -0.0643
H -1.67 -3.78 0.81  0.0909
H -0.51 -2.92 1.85  0.0857
H -1.82 -2.03 1.02  0.0620
H -0.79 -2.75 -1.19  0.1439
H 1.11 -4.12 0.67  0.1119
H 0.77 -4.44 -1.05  0.1182
H 3.11 -3.17 -0.12  0.1112
H 2.44 -2.93 -1.75  0.1110
H 2.34 -1.05 0.56  0.1000
H 2.24 -0.68 -1.16  0.1155
H 0.05 -0.77 -1.06  0.0936



<B>
The following is a DFT calculation (ωB97M-V/def2-TZVPD) of a 2-piece molecular cluster, C14H23N2 overall.

For the highest occupied orbital energy, the calculation gives -11.71 eV. Its total charge is +1. Its molecular weight is 219.35 g/mol. The HOMO-LUMO gap comes out at 6.213 eV.

Last column: Löwdin charge in e.
Geometry (Å):
C -0.51 -1.25 1.42  -0.0437
N -0.21 0.13 1.87  -0.2803
C -1.08 1.18 1.33  -0.0545
N 1.09 0.57 1.81  -0.0340
C 2.11 -0.11 1.45  -0.0330
H -1.31 -1.22 0.67  0.0896
H 0.38 -1.74 1.02  0.0686
H -0.87 -1.87 2.26  0.0662
H -1.77 0.76 0.59  0.0894
H -1.65 1.65 2.12  0.0371
H -0.45 1.96 0.88  0.0941
H 2.99 0.45 1.11  0.0773
H 2.20 -1.21 1.47  0.0668
C -2.88 0.71 3.99  -0.0446
C -1.63 0.05 4.40  0.0617
C -1.05 0.14 5.68  -0.1134
C -0.66 -1.05 6.40  -0.1711
C -1.12 -2.39 5.93  -0.0203
C 0.05 -0.94 7.58  0.0197
C 0.37 0.31 8.14  -0.2092
C 1.18 0.40 9.39  -0.0196
C -0.12 1.46 7.51  0.0205
C -0.84 1.41 6.33  -0.1610
C -1.37 2.68 5.76  -0.0271
H -3.32 0.22 3.12  0.1051
H -3.62 0.71 4.81  0.1233
H -2.72 1.77 3.73  0.0846
H -1.23 -0.69 3.72  0.0727
H -0.69 -3.17 6.58  0.0916
H -2.22 -2.48 6.00  0.1067
H -0.83 -2.60 4.90  0.0865
H 0.34 -1.85 8.10  0.1357
H 1.35 1.44 9.65  0.0872
H 0.67 -0.10 10.22  0.1031
H 2.16 -0.09 9.26  0.1031
H 0.05 2.43 7.98  0.1316
H -1.03 3.53 6.37  0.0948
H -1.02 2.85 4.73  0.0988
H -2.47 2.70 5.76  0.0957



Quick one: most stable of them? <A>



<A>
The following is a DFT calculation (ωB97M-V/def2-TZVPD) of one molecule with the formula CH4O3S.

For the highest occupied orbital energy, the calculation gives -11.25 eV. Its molecular weight is 96.11 g/mol. The HOMO-LUMO gap comes out at 10.028 eV.

Last column: Löwdin charge in e.
Geometry (Å):
C 0.24 0.68 0.28  -0.0825
O 1.59 -1.80 0.45  -0.3320
O -0.87 -1.77 -0.33  -0.2126
O 0.55 -0.74 2.38  -0.2988
S 0.45 -1.04 0.96  0.8063
H 0.19 0.82 -0.76  0.0537
H 1.17 1.14 0.46  0.0539
H -0.59 0.94 0.84  0.0364
H -0.59 -2.65 -0.40  -0.0245



<B>
The following is a DFT calculation (ωB97M-V/def2-TZVPD) of one molecule with the formula CH4O3S.

For the highest occupied orbital energy, the calculation gives -9.27 eV. Its molecular weight is 96.11 g/mol. The HOMO-LUMO gap comes out at 9.793 eV.

Last column: Löwdin charge in e.
Geometry (Å):
C 0.44 0.04 -0.40  -0.4345
O 0.81 1.27 -0.94  -0.0096
O 0.68 -0.13 0.92  -0.0032
O -1.17 -0.11 -0.76  -0.6048
S -2.21 0.17 0.38  0.7852
H 1.00 -0.62 -1.09  0.1607
H 0.87 2.05 -0.26  0.1654
H -0.18 -0.02 1.44  0.0673
H -2.54 1.47 0.23  -0.1266



Quick one: most stable of them? <B>